# 1
{"formula": "C8H12AuBiCl2N2O3S", "method": "the ωB97M-V functional and the def2-TZVPD basis", "species": ["Bi", "Au", "Cl", "Cl", "C", "C", "C", "O", "O", "O", "C", "N", "C", "C", "S", "N", "C", "C", "H", "H", "H", "H", "H", "H", "H", "H", "H", "H", "H", "H"], "xyz": [[-3.35722, -1.92090, 0.19962], [-1.06446, -0.23479, 0.52014], [-4.58942, -1.30108, -1.92498], [-2.09509, -4.07314, 0.21770], [-0.73334, -1.43021, 2.04542], [-5.94965, -1.18992, 0.67035], [-4.75974, -3.57905, 1.84788], [-0.10729, -2.08578, 2.77337], [-6.79944, -0.52415, 0.30537], [-5.11941, -4.34937, 2.59770], [0.32801, 2.63443, 0.99116], [1.36078, 1.91504, 0.25335], [2.55950, 1.60752, 1.03546], [0.97318, 1.11830, -0.76035], [-0.67756, 1.22381, -1.30025], [1.87766, 0.28295, -1.30261], [3.21223, 0.74701, -1.64678], [1.41757, -0.89394, -2.01644], [0.84561, 3.28268, 1.69946], [-0.34412, 1.94186, 1.52188], [-0.26945, 3.22821, 0.29333], [2.73676, 0.53417, 1.16471], [3.44456, 2.08145, 0.60075], [2.39829, 2.04802, 2.01903], [3.97480, 0.16377, -1.11657], [3.41169, 0.56327, -2.70822], [3.34790, 1.80182, -1.42416], [0.91601, -1.58644, -1.33728], [0.73354, -0.62697, -2.83596], [2.32809, -1.37858, -2.38305]], "mulliken_spin": [-0.001, 0.031, -0.002, 0.001, -0.009, -0.002, -0.002, 0.007, 0.000, 0.000, 0.007, 0.355, 0.001, -0.118, 0.923, 0.534, 0.026, 0.017, 0.014, 0.023, 0.010, 0.009, 0.019, 0.007, 0.047, 0.036, 0.011, 0.016, 0.031, 0.009], "s_squared": 2.0455, "total_energy_ev": -62973.595, "spin_multiplicity": 3, "fmax_ha_per_bohr": 0.150, "charge": 4}


# 2
{"formula": "C4H4O2", "method": "the ωB97M-V functional and the def2-TZVPD basis", "species": ["O", "C", "C", "O", "C", "C", "H", "H", "H", "H"], "xyz": [[-2.03200, -0.80267, -0.24992], [-1.46542, 0.44174, -0.51289], [-0.02165, 0.60228, -0.76202], [0.54196, -0.57962, -0.37796], [1.70663, -0.37632, 0.21714], [2.63422, -0.12167, 0.92981], [-1.31723, -1.38820, 0.03885], [-1.44130, 1.10515, 0.39508], [-2.05291, 0.99514, -1.24722], [3.44769, 0.12417, 1.56912]], "mulliken_charge": [-0.512, 0.014, -0.500, -0.273, -0.005, -0.052, 0.353, 0.232, 0.362, 0.382], "total_energy_ev": -8301.599, "fmax_ha_per_bohr": 0.013, "charge": 0}


# 3
{"formula": "C9H8N3", "method": "the ωB97M-V functional and the def2-TZVPD basis", "species": ["C", "C", "C", "C", "C", "C", "C", "C", "C", "N", "N", "N", "H", "H", "H", "H", "H", "H", "H", "H"], "xyz": [[-3.85951, 1.33624, 0.18402], [2.84164, 1.31402, -0.07615], [3.27324, -0.01300, -0.02489], [1.50243, 1.64727, -0.03603], [2.38797, -1.07242, 0.06116], [0.60017, 0.59678, 0.03986], [1.04308, -0.74906, 0.08094], [-1.08372, -0.61234, 0.08901], [-3.14434, -0.99290, -0.17596], [-0.79232, 0.62018, 0.03696], [-3.59430, 0.23227, 0.00655], [-0.11667, -1.52924, 0.11093], [-4.11564, 2.34876, 0.34104], [3.57456, 2.10024, -0.15252], [4.33297, -0.21746, -0.06438], [1.15994, 2.66763, -0.07387], [2.73307, -2.09253, 0.09657], [-3.17832, -1.35486, -1.19321], [-3.38472, -1.69665, 0.60876], [-0.17950, -2.53293, 0.14121]], "mulliken_charge": [0.066, -0.514, -0.442, -0.613, -0.883, 0.654, 0.522, 0.197, -0.543, -0.488, 0.080, -0.029, 0.465, 0.383, 0.383, 0.435, 0.391, 0.368, 0.368, 0.201], "total_energy_ev": -13922.890, "fmax_ha_per_bohr": 0.106, "charge": 1}


# 4
{"formula": "C6H11N2PS", "method": "the ωB97M-V functional and the def2-TZVPD basis", "species": ["C", "N", "C", "N", "C", "S", "P", "C", "C", "C", "H", "H", "H", "H", "H", "H", "H", "H", "H", "H", "H"], "xyz": [[-4.27652, -0.12010, 0.24807], [-2.80965, -0.17940, 0.10547], [-2.12711, 0.95367, 0.13468], [-0.84970, 0.79911, -0.10690], [-0.62181, -0.53275, -0.24165], [1.11591, -1.19596, -0.59928], [2.19386, 0.36074, 0.34908], [3.60427, -0.61207, 1.08266], [3.04368, 1.07397, -1.18622], [-1.82669, -1.22105, -0.18614], [-4.82164, 0.83831, 0.11643], [-4.62094, -0.77445, -0.53944], [-4.57836, -0.53414, 1.17452], [-2.65941, 1.83280, 0.32798], [4.42521, 0.13546, 1.03635], [3.65146, -1.37019, 0.43774], [3.50952, -1.10448, 2.07479], [2.25600, 1.48753, -1.74002], [3.75852, 0.45564, -1.55493], [3.65503, 1.94701, -0.79988], [-2.02163, -2.23964, -0.13333]], "mulliken_charge": [-0.881, 0.151, -0.174, -0.501, 0.299, -0.225, 0.206, -0.990, -1.138, -0.677, 0.318, 0.351, 0.312, 0.409, 0.294, 0.343, 0.327, 0.365, 0.417, 0.332, 0.462], "smiles": "Cn1cnc(SP(C)C)c1", "total_energy_ev": -29503.368, "fmax_ha_per_bohr": 0.095, "charge": 0}


# 5
{"formula": "C25H29N6RhS", "method": "the ωB97M-V functional and the def2-TZVPD basis", "species": ["Rh", "C", "N", "C", "C", "C", "C", "C", "C", "C", "N", "C", "C", "C", "C", "C", "C", "N", "C", "C", "H", "H", "H", "H", "H", "H", "H", "H", "H", "H", "H", "H", "H", "H", "H", "H", "H", "H", "H", "H", "C", "N", "C", "C", "N", "C", "S", "C", "C", "C", "C", "C", "N", "H", "H", "H", "H", "H", "H", "H", "H", "H"], "xyz": [[-0.07437, -0.48056, -0.19761], [-1.82717, 1.74281, -1.42081], [-1.81316, 0.30255, -1.07190], [-2.01518, -0.48646, -2.32383], [-2.91597, -0.04671, -0.15926], [-4.21634, 0.35183, -0.40946], [-5.25036, -0.13671, 0.37475], [-4.98043, -1.05297, 1.38110], [-3.68091, -1.43712, 1.65608], [-2.62416, -0.89434, 0.91981], [-1.26721, -1.16993, 1.11058], [-0.65446, -1.57981, 2.29835], [-1.24471, -1.63567, 3.56443], [-0.50295, -2.06723, 4.64939], [0.82485, -2.43965, 4.49613], [1.43816, -2.32675, 3.25619], [0.71357, -1.87139, 2.17174], [1.32546, -1.70032, 0.84137], [1.41419, -3.04599, 0.20975], [2.69765, -1.14416, 0.94990], [-2.71779, 1.98779, -1.99798], [-0.95065, 1.95712, -2.03181], [-1.79999, 2.33753, -0.51306], [-2.96869, -0.22168, -2.78277], [-2.02885, -1.54977, -2.08356], [-1.20983, -0.26450, -3.02071], [-4.44302, 1.01848, -1.23052], [-6.26800, 0.16665, 0.17279], [-5.79225, -1.47977, 1.95383], [-3.49665, -2.18805, 2.40712], [-2.25862, -1.30461, 3.71528], [-0.96356, -2.10409, 5.62697], [1.39093, -2.79590, 5.34542], [2.48239, -2.58887, 3.15535], [2.01830, -3.70695, 0.83319], [1.88657, -2.96197, -0.76521], [0.41595, -3.47042, 0.10990], [3.37098, -1.86553, 1.41120], [2.67959, -0.23015, 1.53366], [3.06164, -0.93400, -0.05504], [0.86095, 4.54949, 1.06385], [1.36052, 3.81892, -0.09830], [1.97255, 4.38224, -1.20141], [2.27474, 3.38730, -2.04534], [1.85346, 2.18899, -1.44835], [1.27528, 2.48799, -0.24751], [0.54185, 1.49746, 0.91976], [2.09844, 0.93137, -2.06563], [3.19289, 0.83764, -2.91945], [3.36181, -0.30315, -3.67952], [2.42822, -1.32337, -3.57282], [1.42137, -1.17901, -2.64619], [1.26155, -0.09104, -1.86869], [1.08376, 5.60253, 0.92316], [1.35122, 4.19024, 1.96605], [-0.21438, 4.40776, 1.15449], [2.12115, 5.44382, -1.29099], [2.70068, 3.42085, -3.02947], [3.91009, 1.64140, -2.97906], [4.20616, -0.38682, -4.35022], [2.48795, -2.22037, -4.17177], [0.69480, -1.96698, -2.49336]], "mulliken_charge": [0.011, -1.312, 0.957, -1.039, 0.830, -0.623, -0.901, -0.954, -0.600, -0.125, 0.210, 0.131, -0.898, -0.929, -0.918, -0.602, 0.617, 1.090, -1.169, -1.107, 0.406, 0.199, 0.490, 0.426, 0.287, 0.430, 0.380, 0.435, 0.432, 0.792, 0.741, 0.438, 0.437, 0.369, 0.370, 0.473, 0.308, 0.449, 0.471, 0.169, -0.823, 0.234, -0.674, -0.516, 0.353, 0.244, -0.198, 0.374, -0.901, -0.643, -1.081, -0.636, 0.698, 0.329, 0.370, 0.332, 0.457, 0.585, 0.637, 0.474, 0.472, 0.744], "total_energy_ev": -49167.026, "fmax_ha_per_bohr": 0.009, "charge": 2}


# 6
{"formula": "C17H26N2O4", "method": "the ωB97M-V functional and the def2-TZVPD basis", "species": ["C", "C", "C", "C", "C", "C", "C", "O", "N", "C", "C", "C", "N", "C", "C", "C", "C", "O", "C", "C", "O", "O", "C", "H", "H", "H", "H", "H", "H", "H", "H", "H", "H", "H", "H", "H", "H", "H", "H", "H", "H", "H", "H", "H", "H", "H", "H", "H", "H"], "xyz": [[-4.30586, -1.38460, -0.69482], [-3.15131, -0.51368, -0.28101], [-2.95014, -0.15182, 0.98374], [-3.84069, -0.61707, 2.10126], [-1.81763, 0.74735, 1.40562], [-1.23260, 1.50176, 0.21793], [0.03113, 2.31259, 0.49502], [0.16292, 3.43839, 0.04761], [0.98274, 1.69059, 1.21096], [2.30802, 2.24446, 1.33640], [3.32327, 1.50399, 0.46035], [3.57867, 0.06220, 0.93197], [2.81267, -0.92693, 0.21533], [3.27019, -1.45987, -1.04816], [2.06265, -2.24855, -1.56339], [1.30239, -2.60649, -0.28851], [1.68597, -1.49224, 0.66795], [1.08841, -1.15725, 1.67906], [-0.92450, 0.47536, -0.89014], [-0.10885, 1.14954, -1.96594], [1.06027, 0.92818, -2.17087], [-0.80466, 2.03786, -2.66888], [-2.24589, -0.08850, -1.40723], [-5.22764, -1.06555, -0.21342], [-4.12586, -2.42375, -0.41621], [-4.44684, -1.34269, -1.77209], [-4.76565, -0.03947, 2.12041], [-3.34190, -0.48946, 3.05855], [-4.10325, -1.66604, 1.98490], [-2.18215, 1.46158, 2.14809], [-1.05453, 0.13063, 1.89026], [-1.97269, 2.20844, -0.17095], [0.86857, 0.72563, 1.50259], [2.61865, 2.20559, 2.38573], [2.24277, 3.28853, 1.02015], [4.26051, 2.06083, 0.47766], [2.95217, 1.48755, -0.56595], [3.32315, -0.03340, 1.99161], [4.63590, -0.19113, 0.80584], [4.14565, -2.10380, -0.88914], [3.54633, -0.64800, -1.72324], [1.45392, -1.59597, -2.18897], [2.35559, -3.12070, -2.14381], [1.65156, -3.54865, 0.14151], [0.22398, -2.67535, -0.41805], [-0.31690, -0.32436, -0.46199], [-0.22527, 2.53177, -3.26949], [-2.05196, -0.94827, -2.05613], [-2.75128, 0.67075, -2.01209]], "mulliken_charge": [-2.061, 0.802, 0.926, -1.977, -0.642, -0.260, -0.332, -0.722, 0.041, -1.113, -0.309, -1.055, 0.292, -0.691, -0.473, -0.622, 0.499, -0.805, 2.344, -0.387, -0.557, -0.463, -1.391, 0.422, 0.351, 0.414, 0.314, 0.423, 0.446, 0.501, 0.378, 0.797, 0.043, 0.353, 0.537, 0.390, 0.211, 0.443, 0.486, 0.414, 0.318, 0.111, 0.430, 0.381, 0.290, -0.918, 0.420, 0.474, 0.530], "smiles": "CC1=C(C)C[C@@H](C(=O)NCCCN2CCCC2=O)[C@H](C(=O)O)C1", "total_energy_ev": -29223.427, "fmax_ha_per_bohr": 0.013, "charge": 0}


# 7
{"formula": "C3H6N2O2", "method": "the ωB97M-V functional and the def2-TZVPD basis", "species": ["H", "N", "C", "O", "C", "N", "C", "O", "H", "H", "H", "H", "H"], "xyz": [[-2.02819, 1.89355, -1.71174], [-1.08685, 1.76022, -1.34468], [-0.76719, 0.54632, -1.41027], [0.49338, 0.17332, -0.99541], [0.49017, -0.45997, 0.24251], [1.68206, -1.16661, 0.42964], [-0.27803, 0.03558, 1.36890], [-0.80770, -1.01385, 0.54584], [-1.37765, -0.28778, -1.76699], [2.31103, -1.16241, -0.35889], [2.13567, -1.01336, 1.31560], [-0.75214, 1.01409, 1.32204], [-0.01456, -0.31911, 2.36345]], "mulliken_charge": [0.262, -0.598, 0.168, -0.427, 0.823, -0.507, -0.680, -0.457, 0.379, 0.249, 0.224, 0.255, 0.309], "smiles": "[H]/N=C/O[C@@]1(N)CO1", "total_energy_ev": -10281.587, "fmax_ha_per_bohr": 0.012, "charge": 0}